One molecule with the formula C7H12O6S. Source: OMol25; level of theory: ωB97M-V with the def2-TZVPD basis set.

Values from the calculation:
HOMO level ... -10.4 eV
Relative energy (zero: lowest compared OMol25 entry of this formula, charge and spin) ... 2.36 kJ/mol
Frontier orbital gap ... 10.8 eV
Max |F| ... 1.41 eV/Å

Geometry as ORCA input:
```
! RIJCOSX wB97M-V def2-TZVPD def2/J DEFGRID3
* xyz 0 1
C 2.69 1.01 0.52
C 1.90 0.70 -0.77
C 2.08 -0.74 -1.15
O 3.09 -1.13 -1.64
O 1.05 -1.63 -0.99
C 0.28 -1.55 0.22
C -1.21 -1.78 -0.11
C -2.12 -0.59 0.06
C -1.98 0.59 -0.91
O -1.79 1.77 -0.11
S -1.69 1.48 1.44
O -0.33 1.52 1.85
O -2.65 2.25 2.14
O -2.13 -0.06 1.40
H 2.64 0.19 1.23
H 3.73 1.19 0.27
H 2.29 1.90 1.00
H 0.86 0.97 -0.63
H 2.35 1.27 -1.58
H 0.45 -0.63 0.76
H 0.60 -2.37 0.87
H -1.27 -2.06 -1.16
H -1.59 -2.62 0.47
H -3.13 -0.96 -0.11
H -1.19 0.53 -1.66
H -2.93 0.73 -1.40
*
```


C25H29FIN8OOsSe as an isolated structure. Source: OMol25; level of theory: ωB97M-V with the def2-TZVPD basis set.

Values from the calculation:
HOMO level (alpha / beta) ... -15.0 / -15.0 eV
Frontier orbital gap (alpha / beta) ... 4.7 / 4.7 eV
Max |F| ... 0.76 eV/Å

Geometry as ORCA input:
```
! RIJCOSX wB97M-V def2-TZVPD def2/J DEFGRID3
* xyz 3 1
Os 0.21 1.30 -0.98
C 0.82 4.95 3.12
N 0.89 3.53 3.48
C 1.22 3.07 4.73
C 1.15 1.72 4.69
N 0.76 1.38 3.40
C 0.52 0.00 3.01
C 0.61 2.49 2.67
Se 0.03 2.90 0.90
H 1.22 5.53 3.96
H -0.21 5.25 2.94
H 1.43 5.15 2.24
H 1.47 3.73 5.54
H 1.32 0.98 5.44
H -0.13 -0.47 3.75
H 1.46 -0.55 2.97
H 0.03 -0.02 2.05
N 1.39 4.48 -3.69
C 0.64 3.80 -2.85
O 1.10 2.82 -2.21
C -0.77 4.29 -2.66
I -2.00 2.64 -2.17
H 2.36 4.23 -3.83
H 1.04 5.26 -4.21
H -1.18 4.76 -3.54
H -0.82 4.98 -1.82
C -0.93 -1.11 -2.58
C -1.59 -0.95 -1.25
N -1.25 -0.01 -0.37
C -2.13 -0.10 0.70
C -2.97 -1.14 0.45
N -2.61 -1.66 -0.77
C -3.15 -2.89 -1.39
N -2.34 -4.01 -1.07
N -1.13 -4.13 -1.68
N -0.49 -5.10 -1.17
C -1.26 -5.67 -0.17
C -1.00 -6.76 0.66
C -1.98 -7.10 1.57
C -3.19 -6.37 1.65
C -3.45 -5.29 0.84
C -2.46 -4.96 -0.08
H -0.20 -0.30 -2.76
H -1.66 -1.04 -3.39
H -0.43 -2.07 -2.67
H -2.11 0.58 1.52
H -3.79 -1.54 1.03
H -3.16 -2.75 -2.47
H -4.17 -3.05 -1.04
H -0.08 -7.32 0.57
H -1.83 -7.94 2.22
H -3.93 -6.68 2.37
H -4.40 -4.77 0.89
F 5.17 3.06 -2.65
C 4.28 2.28 -2.09
C 3.75 1.23 -2.88
C 2.79 0.45 -2.33
C 2.35 0.67 -0.98
C 1.45 -0.25 -0.33
C 2.97 1.71 -0.21
C 3.91 2.53 -0.77
H 4.15 1.07 -3.87
H 2.39 -0.39 -2.89
H 1.57 -0.40 0.73
H 1.23 -1.17 -0.86
H 2.73 1.81 0.84
H 4.40 3.33 -0.22
*
```


A 2-piece molecular cluster, C4H12 overall. Source: OMol25; level of theory: ωB97M-V with the def2-TZVPD basis set.

Values from the calculation:
HOMO level ... -11.1 eV
Relative energy (zero: lowest compared OMol25 entry of this formula, charge and spin) ... 135.76 kJ/mol
Frontier orbital gap ... 12.2 eV
Max |F| ... 3.58 eV/Å

Geometry as ORCA input:
```
! RIJCOSX wB97M-V def2-TZVPD def2/J DEFGRID3
* xyz 0 1
C 1.61 0.93 0.12
C 1.90 1.09 1.58
H 2.36 0.46 -0.46
H 0.72 0.42 -0.14
H 1.34 1.95 -0.38
H 0.99 1.68 2.01
H 2.63 1.84 1.89
H 2.07 0.14 2.03
C -2.22 -0.88 -0.35
C -1.10 -1.17 -1.36
H -2.28 -1.90 0.20
H -2.14 -0.19 0.49
H -3.06 -0.61 -0.97
H -1.47 -0.89 -2.35
H -1.07 -2.24 -1.34
H -0.29 -0.64 -0.97
*
```


A 2-piece molecular cluster, C4H12NO3 overall. Source: OMol25; level of theory: ωB97M-V with the def2-TZVPD basis set.

Values from the calculation:
HOMO level ... -14.2 eV
Relative energy (zero: lowest compared OMol25 entry of this formula, charge and spin) ... 349.59 kJ/mol
Frontier orbital gap ... 11.0 eV
Max |F| ... 7.46 eV/Å

Geometry as ORCA input:
```
! RIJCOSX wB97M-V def2-TZVPD def2/J DEFGRID3
* xyz 1 1
O 0.66 -2.55 1.14
C 0.64 -2.22 -0.06
C -0.02 -0.93 -0.15
C 1.18 -0.10 -0.78
C 0.56 1.20 -1.29
O 0.64 2.06 -0.22
N -0.18 -0.35 1.28
H 1.04 -2.94 -0.75
H -0.94 -0.95 -0.66
H 1.35 -0.67 -1.66
H 2.02 0.09 -0.14
H -0.56 1.04 -1.39
H 1.04 1.69 -2.10
H 1.26 2.81 -0.65
H -0.53 -1.09 1.93
H 0.62 0.04 1.66
H -0.84 0.42 1.35
H -2.52 1.48 0.42
H -3.08 0.34 1.22
O -2.35 0.64 0.87
*
```